[1]
Here is the molecule C3H5N5 at a distorted geometry from the Open Molecules 2025 dataset. Energies are from the ωB97M-V functional and the def2-TZVPD basis.

Summary:
Lowest unoccupied orbital energy in eV: -0.29
Multiplicity: 1
DFT total energy in eV: -10638.597
Frontier orbital gap in eV: 9.1
SMILES: C/N=c1/nc[nH]nn1
ΔE to the lowest compared entry with this formula, charge and spin in eV: 4.277

Each line ends with the natural charge from an NBO analysis.
Atoms and positions in Å:
C  1.3579  -1.9251  0.6007  -0.461
C  -0.2361  -0.2915  0.4031  0.400
C  -1.6391  1.5221  0.0691  0.257
H  2.2236  -1.3153  0.9911  0.215
H  1.4424  -2.9041  1.1766  0.203
H  1.2867  -2.0290  -0.5363  0.215
H  -2.4343  2.3654  0.1584  0.208
H  -0.8172  2.6832  -1.4896  0.388
N  0.1515  -1.3365  1.0875  -0.354
N  -1.3294  0.6004  0.8984  -0.421
N  -0.9778  1.5799  -1.3067  -0.494
N  0.3402  1.0051  -1.3889  0.066
N  0.6315  0.0454  -0.6632  -0.223

=====

[2]
Here is the molecule C3H5N5 at a distorted geometry from the Open Molecules 2025 dataset. Energies are from the ωB97M-V functional and the def2-TZVPD basis.

Summary:
Lowest unoccupied orbital energy in eV: 0.90
Multiplicity: 1
DFT total energy in eV: -10639.867
Frontier orbital gap in eV: 8.4
SMILES: [H]/N=C/N1C=NNC=N1
ΔE to the lowest compared entry with this formula, charge and spin in eV: 3.007

Each line ends with the natural charge from an NBO analysis.
Atoms and positions in Å:
C  -1.1023  1.4999  0.2505  0.267
C  -0.1184  -0.1991  -1.2957  0.229
C  1.1563  -1.1193  0.8228  0.252
H  -1.9496  2.6756  1.3673  0.339
H  -1.5409  1.9117  -0.6672  0.151
H  -0.6821  0.1709  -2.1460  0.203
H  1.8131  -2.5281  -0.5740  0.402
H  1.6420  -1.6413  1.6541  0.199
N  -1.2759  1.8764  1.4257  -0.644
N  -0.2683  0.4178  -0.0373  -0.338
N  0.6312  -1.2311  -1.4857  -0.284
N  1.3071  -1.6806  -0.3900  -0.478
N  0.3876  -0.1525  1.0757  -0.297

=====

[3]
Here is a structure of composition C3H5N5O at a distorted geometry from the Open Molecules 2025 dataset. Energies are from the ωB97M-V functional and the def2-TZVPD basis.

Summary:
Lowest unoccupied orbital energy in eV: -0.30
Multiplicity: 1
DFT total energy in eV: -12682.746
Frontier orbital gap in eV: 8.2
ΔE to the lowest compared entry with this formula, charge and spin in eV: 6.549

Each line ends with the natural charge from an NBO analysis.
Atoms and positions in Å:
C  0.2932  -1.4252  0.0459  0.248
C  -1.5935  -0.2827  0.0319  0.512
C  3.0204  -0.1753  0.0317  -0.098
H  -0.4163  2.6258  0.0417  0.479
H  0.9789  -2.2704  0.3994  0.214
H  -3.1588  0.9098  -0.5410  0.370
H  4.0009  0.8043  -0.0028  0.222
H  3.0111  -1.1880  0.4267  0.205
N  -0.4015  0.6462  -0.3234  -0.051
N  0.8001  -0.1358  -0.1265  -0.194
N  -1.0132  -1.4973  0.2847  -0.498
N  -2.8075  -0.0929  -0.2918  -0.646
N  2.0550  0.5961  -0.3273  -0.196
O  -0.6459  1.7255  0.5637  -0.566

=====

[4]
Here is a structure of composition C3H5N5O4 at a distorted geometry from the Open Molecules 2025 dataset. Energies are from the ωB97M-V functional and the def2-TZVPD basis.

Summary:
Lowest unoccupied orbital energy in eV: -1.32
Multiplicity: 1
DFT total energy in eV: -18820.679
Frontier orbital gap in eV: 8.6
ΔE to the lowest compared entry with this formula, charge and spin in eV: 3.599

Each line ends with the natural charge from an NBO analysis.
Atoms and positions in Å:
C  -0.0158  -1.4129  0.1264  -0.025
C  1.0746  -0.7033  -0.1196  0.148
C  0.4745  1.9879  0.3384  -0.468
N  -0.9159  0.5001  -0.8395  -0.279
N  -1.1306  -0.5153  0.0489  -0.150
N  0.3423  1.0155  -0.6408  -0.212
N  2.4238  -0.8514  0.0480  0.465
N  -2.4762  -0.9479  0.1690  0.652
O  3.1418  0.1060  -0.0644  -0.342
O  2.8050  -1.9515  0.3938  -0.373
O  -2.6461  -2.0989  0.4418  -0.371
O  -3.2802  -0.1173  -0.1482  -0.343
H  -0.1896  -2.4029  0.3477  0.268
H  0.1132  2.9799  -0.0265  0.224
H  -0.2482  1.8960  1.2842  0.186
H  1.6172  2.2581  0.5079  0.252
H  -1.0900  0.2580  -1.8671  0.367

=====

> multiplicity of number 1 (C3H5N5)?

1

=====

> Among the records above, which one has the highest ΔE to the lowest compared entry with this formula, charge and spin?

C3H5N5O

=====

> Which value of DFT total energy does entry 2 give?

-10639.867 eV